Run P
The following is a quantum chemistry calculation of a cluster of 2 separate species, C3H8O2 in total, from the Open Molecules 2025 dataset.

Positions of all 13 atoms, in Å:
C  0.130  1.150  -1.253
C  0.888  -0.066  -0.807
C  1.349  -0.177  0.425
O  2.207  -1.157  0.846
H  0.712  1.723  -1.979
H  -0.759  0.826  -1.806
H  -0.219  1.790  -0.443
H  1.269  -0.714  -1.585
H  1.072  0.545  1.191
H  2.463  -0.916  1.743
O  -3.721  0.163  0.463
H  -3.052  -0.515  0.639
H  -4.087  0.241  1.366

Properties
HOMO: -8.7 eV
LUMO level: 0.6972 eV
molar mass: 76.1 g mol⁻¹

Atomic partial charges in e from the natural (NBO) method, atoms 1 to 6: number 1, C, carries -0.63; number 2, C, carries -0.29; number 3, C, carries 0.12; number 4, O, carries -0.68; number 5, H, carries 0.21; number 6, H, carries 0.21


Run Q
The following is a quantum chemistry calculation of a cluster of 2 separate species, C3H8O2 in total, from the Open Molecules 2025 dataset.

Positions of all 13 atoms, in Å:
C  1.046  -1.288  -1.883
O  0.776  -0.746  -2.919
H  2.074  -1.430  -1.506
H  0.235  -1.738  -1.283
C  -0.409  0.699  -0.065
C  -0.531  0.074  1.331
O  -0.154  0.948  2.378
H  0.633  0.689  -0.401
H  -1.040  0.207  -0.792
H  -0.541  1.783  -0.010
H  0.145  -0.772  1.416
H  -1.587  -0.194  1.436
H  -0.647  1.769  2.298

Properties
HOMO: -10.3 eV
LUMO level: 0.8018 eV
molar mass: 76.1 g mol⁻¹

Atomic partial charges in e from the natural (NBO) method, atoms 1 to 6: number 1, C, carries 0.27; number 2, O, carries -0.50; number 3, H, carries 0.11; number 4, H, carries 0.10; number 5, C, carries -0.64; number 6, C, carries -0.06


Least stable = run Q


Run P
The following is a quantum chemistry calculation of the molecule C5H5NOS, from the Open Molecules 2025 dataset.

Positions of all 13 atoms, in Å:
C  -0.872  -1.899  -0.322
C  -0.699  -0.440  -0.790
C  0.088  0.455  -0.160
O  0.038  1.765  -0.649
C  0.825  2.420  0.224
N  1.364  1.734  1.200
C  1.060  0.411  0.900
S  1.670  -0.903  1.505
H  -1.837  -2.347  -0.666
H  0.007  -2.595  -0.620
H  -1.079  -1.912  0.742
H  -1.374  -0.167  -1.542
H  0.808  3.478  0.178

Properties
HOMO: -8.7 eV
LUMO level: -0.9734 eV
molar mass: 127.2 g mol⁻¹

Atomic partial charges in e from the natural (NBO) method, atoms 1 to 6: number 1, C, carries -0.66; number 2, C, carries -0.10; number 3, C, carries 0.16; number 4, O, carries -0.43; number 5, C, carries 0.42; number 6, N, carries -0.48


Run Q
The following is a quantum chemistry calculation of the molecule C5H5NOS, from the Open Molecules 2025 dataset.

Positions of all 13 atoms, in Å:
C  -1.121  2.174  0.034
C  -0.931  0.911  0.039
C  -0.880  -0.488  -0.082
C  -2.066  -1.122  -0.012
S  0.537  -1.431  -0.427
C  1.625  -0.798  0.744
N  2.557  0.005  0.455
O  2.747  0.743  -0.670
H  -0.931  3.302  -0.058
H  -2.896  -0.273  -0.126
H  -2.363  -2.241  -0.229
H  1.669  -1.218  1.693
H  2.052  0.436  -1.362

Properties
HOMO: -9.2 eV
LUMO level: 0.0940 eV
molar mass: 127.2 g mol⁻¹

Atomic partial charges in e from the natural (NBO) method, atoms 1 to 6: number 1, C, carries -0.21; number 2, C, carries -0.06; number 3, C, carries -0.32; number 4, C, carries -0.33; number 5, S, carries 0.27; number 6, C, carries -0.20


Least stable = run Q


Run P
The following is a quantum chemistry calculation of a cluster of 2 separate species, C7H14O in total, from the Open Molecules 2025 dataset.

Positions of all 22 atoms, in Å:
C  -2.519  1.719  0.953
C  -1.381  0.764  1.249
C  -1.566  -0.543  1.418
C  -0.518  -1.619  1.390
H  -2.914  2.172  1.866
H  -2.167  2.520  0.305
H  -3.342  1.196  0.467
H  -0.430  1.247  1.439
H  -2.600  -0.887  1.417
H  0.390  -1.365  1.941
H  -0.229  -1.807  0.352
H  -0.902  -2.564  1.775
C  2.107  -0.651  -2.427
C  1.360  0.325  -1.517
C  1.901  0.261  -0.102
O  1.941  1.186  0.656
H  3.151  -0.342  -2.515
H  1.675  -0.617  -3.428
H  2.057  -1.682  -2.079
H  1.482  1.338  -1.900
H  0.290  0.101  -1.484
H  2.217  -0.750  0.225

Properties
HOMO: -9.0 eV
LUMO level: 0.9603 eV
molar mass: 114.2 g mol⁻¹

Atomic partial charges in e from the natural (NBO) method, atoms 1 to 6: number 1, C, carries -0.64; number 2, C, carries -0.19; number 3, C, carries -0.20; number 4, C, carries -0.65; number 5, H, carries 0.22; number 6, H, carries 0.21


Run Q
The following is a quantum chemistry calculation of the molecule C7H14O, from the Open Molecules 2025 dataset.

Positions of all 22 atoms, in Å:
C  2.029  1.554  -0.919
C  1.980  0.821  0.178
C  0.791  0.088  0.890
C  -0.480  -0.134  0.095
C  -1.295  1.141  -0.099
C  -0.227  -0.840  -1.236
C  -1.343  -1.119  1.038
O  -0.754  -2.373  1.258
H  1.179  1.752  -1.551
H  2.954  2.002  -1.250
H  2.899  0.700  0.744
H  1.179  -0.881  1.215
H  0.565  0.679  1.783
H  -0.742  1.876  -0.674
H  -1.547  1.584  0.862
H  -2.220  0.920  -0.629
H  0.204  -0.157  -1.961
H  -1.163  -1.220  -1.645
H  0.471  -1.666  -1.112
H  -1.477  -0.674  2.026
H  -2.335  -1.230  0.578
H  -0.668  -2.822  0.410

Properties
HOMO: -9.7 eV
LUMO level: 0.8203 eV
molar mass: 114.2 g mol⁻¹

Atomic partial charges in e from the natural (NBO) method, atoms 1 to 6: number 1, C, carries -0.42; number 2, C, carries -0.15; number 3, C, carries -0.45; number 4, C, carries -0.07; number 5, C, carries -0.61; number 6, C, carries -0.62


Least stable = run P


Run P
The following is a quantum chemistry calculation of a structure of composition C7H14O, from the Open Molecules 2025 dataset.

Positions of all 22 atoms, in Å:
C  1.475  0.398  0.194
C  -0.455  -0.018  0.651
C  -3.151  -0.921  -0.228
C  1.996  -0.842  -0.494
C  2.038  0.652  1.576
C  -0.680  0.718  -0.470
C  -0.752  1.272  -1.640
O  -2.515  0.135  0.405
H  1.600  1.283  -0.427
H  -0.405  -1.098  0.575
H  -0.557  0.447  1.621
H  -2.443  -1.626  -0.721
H  -3.747  -1.524  0.479
H  -3.827  -0.575  -1.030
H  3.065  -0.739  -0.712
H  1.482  -1.028  -1.438
H  1.881  -1.725  0.139
H  3.120  0.822  1.515
H  1.874  -0.199  2.240
H  1.596  1.537  2.036
H  -1.722  1.441  -2.087
H  0.127  1.592  -2.185

Properties
HOMO: -7.3 eV
LUMO level: 0.7053 eV
molar mass: 114.2 g mol⁻¹

Atomic partial charges in e from the natural (NBO) method, atoms 1 to 6: number 1, C, carries -0.17; number 2, C, carries -0.34; number 3, C, carries -0.24; number 4, C, carries -0.65; number 5, C, carries -0.63; number 6, C, carries 0.38


Run Q
The following is a quantum chemistry calculation of a cluster of 2 separate species, C7H14O in total, from the Open Molecules 2025 dataset.

Positions of all 22 atoms, in Å:
C  -0.130  -1.860  1.050
C  -0.594  -0.423  1.047
O  -1.711  -0.113  1.376
C  0.448  0.595  0.609
C  1.641  0.574  1.570
C  -0.164  1.991  0.533
H  0.541  -2.061  0.220
H  0.399  -2.054  1.982
H  -0.990  -2.524  1.006
H  0.793  0.296  -0.387
H  2.354  1.345  1.286
H  2.151  -0.385  1.549
H  1.309  0.774  2.586
H  0.569  2.709  0.173
H  -0.510  2.302  1.515
H  -1.017  1.991  -0.140
C  -1.218  -0.958  -2.330
C  -0.478  -0.094  -2.993
H  -1.214  -2.010  -2.566
H  -1.863  -0.658  -1.521
H  0.167  -0.395  -3.803
H  -0.484  0.958  -2.762

Properties
HOMO: -9.5 eV
LUMO level: 0.9479 eV
molar mass: 114.2 g mol⁻¹

Atomic partial charges in e from the natural (NBO) method, atoms 1 to 6: number 1, C, carries -0.73; number 2, C, carries 0.62; number 3, O, carries -0.55; number 4, C, carries -0.34; number 5, C, carries -0.60; number 6, C, carries -0.60


Least stable = run P